# 1
{
  "formula": "C20H56N5O7V",
  "method": "ωB97M-V/def2-TZVPD",
  "elements": ["V", "O", "O", "O", "O", "O", "O", "O", "N", "N", "N", "N", "N", "C", "C", "C", "C", "C", "C", "C", "C", "C", "C", "C", "C", "C", "C", "C", "C", "C", "C", "C", "C", "H", "H", "H", "H", "H", "H", "H", "H", "H", "H", "H", "H", "H", "H", "H", "H", "H", "H", "H", "H", "H", "H", "H", "H", "H", "H", "H", "H", "H", "H", "H", "H", "H", "H", "H", "H", "H", "H", "H", "H", "H", "H", "H", "H", "H", "H", "H", "H", "H", "H", "H", "H", "H", "H", "H", "H"],
  "positions_angstrom": [[-1.680, 0.568, -0.127], [-3.572, 1.280, -0.108], [-0.468, 2.344, 4.520], [-1.403, 4.487, -0.107], [0.322, -2.276, 0.851], [-0.078, 0.365, -0.114], [-1.968, -4.276, -0.967], [6.043, -2.442, -1.635], [-1.481, 2.146, -1.885], [-1.886, -1.378, -1.262], [4.326, -0.533, -0.338], [-2.117, -0.709, 1.648], [-0.991, 2.127, 1.723], [2.673, -0.926, -2.019], [-1.542, -5.559, -1.378], [-4.045, -1.489, -2.358], [3.898, -1.547, -1.321], [-1.059, -1.271, 2.550], [7.352, -2.411, -2.179], [-0.729, 3.409, -2.185], [0.368, 2.119, 2.283], [0.086, 1.840, 5.720], [5.011, -1.769, -2.345], [-3.113, -2.249, -1.411], [-1.462, 4.560, -1.512], [-0.618, 3.649, -3.681], [1.332, 2.727, 1.258], [0.428, 2.926, 3.591], [-1.683, -1.483, 3.928], [-1.881, 5.657, 0.524], [1.024, -3.410, 0.393], [-2.733, -3.594, -1.936], [-0.349, -2.512, 2.066], [-1.057, -5.516, -2.358], [-1.177, 3.062, 1.362], [-4.301, -0.502, -1.975], [0.737, -4.367, 0.836], [0.282, 3.216, -4.139], [-0.331, 0.854, 5.912], [-2.713, 6.084, -0.055], [-1.555, -1.202, -2.219], [-2.492, -2.223, 3.905], [-1.620, 2.007, 2.519], [1.165, 1.666, 5.624], [8.121, -2.364, -1.409], [-4.374, 1.725, 0.122], [2.756, 0.154, -2.094], [1.612, 1.926, 0.573], [1.797, -1.131, -1.392], [-0.967, -1.854, 4.666], [-2.517, 4.566, -1.812], [0.865, 3.538, 0.699], [3.655, -2.440, -0.754], [-2.381, -6.258, -1.383], [2.248, 3.120, 1.702], [-1.125, -2.038, -1.042], [0.687, 1.128, 2.602], [-2.582, -1.583, 1.390], [2.091, -3.251, 0.572], [4.743, 0.254, -0.824], [0.329, -2.890, 2.839], [-1.406, 1.628, -2.759], [-3.621, -4.175, -2.217], [-1.097, 6.412, 0.575], [-0.031, 2.551, 6.536], [4.698, -2.438, -3.159], [0.197, 3.983, 3.426], [-2.376, 5.440, 1.470], [-3.641, -1.344, -3.362], [-3.554, -2.394, -0.422], [-2.467, 2.393, -1.784], [0.273, 3.300, -1.765], [5.411, -0.850, -2.786], [-0.817, -5.918, -0.651], [0.862, -3.527, -0.682], [-2.718, -0.155, 2.248], [1.454, 2.840, 3.960], [-1.373, 3.270, -4.375], [-2.136, -3.549, -2.861], [-4.947, -2.101, -2.442], [5.079, -0.938, 0.214], [7.472, -3.322, -2.768], [-2.138, -0.597, 4.377], [-0.313, -0.485, 2.685], [-0.451, 4.708, -3.899], [7.469, -1.489, -2.757], [-1.055, 5.514, -1.866], [-1.060, -3.346, 1.939], [2.380, -1.461, -2.928]],
  "homo_lumo_gap_ev": [9.0, 9.1],
  "s2": 0.782,
  "e_homo_ev": [-11.0, -11.0],
  "charge": 1,
  "spin_multiplicity": 2
}


# 2
{
  "formula": "C49H41F8O3",
  "method": "ωB97M-V/def2-TZVPD",
  "elements": ["F", "F", "F", "F", "F", "F", "F", "F", "O", "O", "O", "C", "C", "C", "C", "C", "C", "C", "C", "C", "C", "C", "C", "C", "C", "C", "C", "C", "C", "C", "C", "C", "C", "C", "C", "C", "C", "C", "C", "C", "C", "C", "C", "C", "C", "C", "C", "C", "C", "C", "C", "C", "C", "C", "C", "C", "C", "C", "C", "C", "H", "H", "H", "H", "H", "H", "H", "H", "H", "H", "H", "H", "H", "H", "H", "H", "H", "H", "H", "H", "H", "H", "H", "H", "H", "H", "H", "H", "H", "H", "H", "H", "H", "H", "H", "H", "H", "H", "H", "H", "H"],
  "positions_angstrom": [[-16.951, 18.980, 0.450], [-16.442, 10.328, 0.149], [-18.014, 16.689, -1.503], [-14.613, 9.879, -2.208], [-14.660, 18.588, -7.133], [-20.029, 11.918, -3.527], [-18.922, 13.946, 4.972], [-13.094, 16.191, 1.823], [-17.635, 13.565, -2.171], [-15.951, 14.969, -1.833], [-15.522, 12.783, -2.298], [-11.068, 14.495, -1.313], [-20.642, 13.099, -3.657], [-15.688, 10.776, 1.168], [-14.261, 17.541, -5.055], [-13.139, 15.072, -0.247], [-12.450, 14.525, -1.317], [-12.429, 15.620, 0.793], [-17.671, 19.138, -4.108], [-13.895, 15.160, -5.003], [-13.620, 18.271, -0.767], [-18.225, 16.434, -3.835], [-17.086, 15.670, 1.757], [-18.008, 17.242, -2.747], [-21.745, 15.592, -4.043], [-14.352, 12.481, 2.134], [-15.496, 9.941, 2.255], [-10.371, 15.083, -0.269], [-12.798, 11.024, -1.254], [-17.285, 15.405, 4.138], [-13.528, 9.862, -1.433], [-16.376, 13.660, -2.111], [-11.301, 9.802, 0.168], [-21.188, 15.260, -2.816], [-15.134, 12.032, 1.078], [-15.630, 19.058, 0.225], [-17.721, 18.592, -2.837], [-14.004, 16.378, -4.342], [-14.152, 11.677, 3.246], [-13.565, 20.234, 0.630], [-13.175, 8.672, -0.821], [-18.770, 14.217, 2.635], [-14.992, 18.155, -0.608], [-14.233, 16.273, -7.104], [-18.339, 14.541, 3.904], [-13.962, 15.111, -6.383], [-18.176, 14.849, 1.548], [-11.048, 15.663, 0.792], [-16.629, 15.961, 3.046], [-12.031, 8.640, -0.033], [-14.360, 17.467, -6.431], [-21.251, 13.399, -4.867], [-17.927, 18.367, -5.228], [-21.825, 14.645, -5.059], [-18.180, 17.008, -5.104], [-11.690, 11.000, -0.434], [-14.932, 20.113, 0.788], [-20.652, 13.999, -2.607], [-14.684, 10.392, 3.284], [-12.903, 19.246, -0.081], [-17.851, 18.788, -6.223], [-13.798, 14.257, -4.411], [-19.617, 13.558, 2.497], [-22.180, 16.573, -4.197], [-13.045, 17.609, -1.401], [-17.487, 19.102, -1.915], [-15.536, 17.374, -1.128], [-11.833, 19.293, -0.252], [-13.561, 12.027, 4.085], [-13.936, 13.479, 2.068], [-15.759, 16.595, 3.154], [-22.348, 14.836, -5.986], [-16.812, 15.357, -1.631], [-15.965, 8.966, 2.259], [-13.145, 11.917, -1.762], [-18.393, 15.371, -3.684], [-10.423, 9.777, 0.804], [-13.785, 7.791, -0.974], [-16.496, 16.190, 1.009], [-10.551, 16.257, 1.550], [-16.956, 15.579, 5.155], [-11.079, 11.877, -0.265], [-21.207, 15.994, -2.022], [-18.312, 16.369, -5.966], [-14.583, 9.852, 4.220], [-14.023, 16.368, -3.259], [-20.163, 13.771, -1.670], [-13.025, 21.017, 1.143], [-14.491, 18.480, -4.565], [-13.049, 14.148, -2.139], [-17.383, 20.176, -4.238], [-15.513, 20.777, 1.423], [-15.267, 12.646, 0.194], [-10.502, 14.122, -2.157], [-14.223, 15.079, -0.218], [-18.567, 14.684, 0.551], [-14.255, 16.270, -8.187], [-11.769, 7.739, 0.509], [-21.249, 12.643, -5.644], [-13.874, 14.174, -6.915], [-9.292, 15.171, -0.318]],
  "homo_lumo_gap_ev": 7.8,
  "e_homo_ev": -5.4,
  "charge": -1
}


# 3
{
  "formula": "C6H6N",
  "method": "ωB97M-V/def2-TZVPD",
  "elements": ["N", "C", "C", "C", "C", "C", "C", "H", "H", "H", "H", "H", "H"],
  "positions_angstrom": [[0.183, 1.067, 0.129], [1.424, -0.905, -0.539], [-1.111, -0.988, 0.005], [0.311, -1.238, 0.038], [1.450, 0.785, -0.443], [0.960, -0.009, 0.809], [-1.032, 0.543, -0.403], [1.346, 0.104, 1.832], [-1.390, -0.876, 1.007], [-1.740, -1.674, -0.689], [-0.963, 0.863, -1.502], [2.395, 1.366, -0.544], [-1.833, 0.962, 0.302]],
  "homo_lumo_gap_ev": 9.5,
  "e_homo_ev": -15.9,
  "charge": 1
}


# 4
{
  "formula": "C17H10MnN3O2S3",
  "method": "ωB97M-V/def2-TZVPD",
  "elements": ["Mn", "S", "S", "S", "O", "O", "N", "N", "N", "C", "C", "C", "C", "C", "C", "C", "C", "C", "C", "C", "C", "C", "C", "C", "C", "C", "H", "H", "H", "H", "H", "H", "H", "H", "H", "H"],
  "positions_angstrom": [[0.350, -1.435, 0.288], [0.527, -3.644, 0.809], [-2.345, -4.409, 1.159], [-1.504, -2.339, -0.831], [-0.531, 4.708, -2.403], [-1.937, 4.872, -0.611], [1.780, -1.140, -1.182], [0.066, 0.427, -0.103], [-0.589, -0.818, 2.039], [1.614, 0.032, -1.829], [3.427, -1.784, -2.768], [-1.046, 4.379, -1.321], [-0.883, -1.567, 3.103], [-0.637, 2.943, -0.871], [-1.197, -3.554, 0.387], [-1.818, -1.169, 4.041], [0.281, 2.211, -1.621], [-2.477, 0.031, 3.855], [-1.224, 0.364, 1.862], [3.257, -0.584, -3.437], [2.661, -2.029, -1.645], [-1.171, 2.389, 0.288], [2.335, 0.337, -2.963], [0.624, 0.951, -1.204], [-2.175, 0.812, 2.747], [-0.798, 1.118, 0.652], [-3.228, 0.359, 4.562], [2.173, 1.282, -3.465], [-2.680, 1.751, 2.566], [-0.367, -2.515, 3.177], [-1.858, 2.996, 0.866], [3.838, -0.364, -4.324], [0.697, 2.682, -2.503], [-2.027, -1.805, 4.890], [2.727, -2.961, -1.103], [4.134, -2.528, -3.108]],
  "homo_lumo_gap_ev": [6.3, 6.4],
  "s2": 6.137,
  "e_homo_ev": [-8.4, -8.4],
  "spin_multiplicity": 5
}


# 5
{
  "formula": "C5H15N2O",
  "method": "ωB97M-V/def2-TZVPD",
  "elements": ["O", "N", "N", "C", "C", "C", "C", "C", "H", "H", "H", "H", "H", "H", "H", "H", "H", "H", "H", "H", "H", "H", "H"],
  "positions_angstrom": [[2.033, 0.548, -1.549], [1.785, -1.447, 0.332], [-1.565, 0.759, -1.237], [-2.373, 1.939, -1.532], [-0.847, 0.713, -0.057], [0.067, -0.545, 1.908], [1.026, -1.704, 1.578], [-0.878, -0.356, 0.766], [-1.546, -1.196, 0.586], [0.359, -2.548, 1.414], [1.747, -0.451, 0.052], [1.702, -1.982, 2.379], [-3.422, 1.856, -1.254], [2.769, -1.684, 0.472], [0.693, 0.342, 2.080], [1.769, 0.700, -2.469], [-1.969, 2.749, -0.924], [1.444, -1.966, -0.479], [2.107, 1.446, -1.161], [-2.228, 2.263, -2.548], [-0.221, 1.543, 0.278], [-0.409, -0.870, 2.786], [-2.043, -0.109, -1.422]],
  "homo_lumo_gap_ev": [3.6, 8.9],
  "s2": 0.751,
  "e_homo_ev": [-2.9, -8.3],
  "spin_multiplicity": 2
}


Sequential M output: 529.6 829.8 92.1 439.4 119.2 g/mol
Sequential maximum force output: 2.7 1.7 3.5 1.3 2.2 eV/Å